Below is a molecular structure, C29H32ClN7ORuSe in a non-equilibrium geometry, with properties calculated with ωB97M-V/def2-TZVPD.

Values from the calculation:
HOMO level (alpha / beta)	-0.34910 / -0.34368	hartree
<S²>	1.240
strongest force on any atom	2.5	eV Å⁻¹
orbital gap (alpha / beta)	6.0 / 5.3	eV
E_tot	-4539.14007	hartree
charge	+1
multiplicity	2

Structure (XYZ):
```
72
Properties=species:S:1:pos:R:3:forces:R:3:mulliken_spin:R:1
Ru -0.431703 -0.747898 -0.113111 -0.588 0.604 -0.254 -0.099
Cl 3.345189 0.652452 5.885313 0.248 0.030 0.311 0.001
C 2.248489 0.592874 4.561176 0.281 -0.339 -0.606 0.006
C 0.951532 1.087390 4.717734 -0.158 -0.132 -0.637 -0.006
C 0.086869 1.048307 3.649013 -0.012 0.089 0.368 0.011
C 0.449766 0.485144 2.411992 0.638 -0.350 -0.850 0.046
O -0.397839 0.515504 1.427161 -0.349 -0.833 1.053 0.127
C 1.775235 -0.068124 2.270665 -0.782 0.561 0.274 -0.021
C 2.244559 -0.711696 1.101785 -0.526 -0.434 -0.930 -0.009
N 1.506013 -1.057159 0.058306 0.774 1.116 2.146 -0.018
C 2.030614 -1.681979 -1.040374 1.735 -0.985 -1.504 -0.008
C 3.383937 -1.751653 -1.417105 -1.644 0.545 0.909 0.005
C 3.753856 -2.452401 -2.550262 -0.279 -0.884 -1.075 -0.001
C 2.826155 -3.149693 -3.307760 0.616 0.339 0.261 0.005
C 1.468663 -3.141663 -2.950054 -0.437 0.213 0.355 -0.005
C 0.456028 -3.867273 -3.618782 -0.475 0.124 0.477 -0.004
C -0.843219 -3.804518 -3.148732 0.644 -0.404 -0.716 -0.005
C -1.160085 -2.976794 -2.081727 0.790 0.842 0.899 -0.004
N -0.229049 -2.243863 -1.454264 -1.328 -0.693 -1.069 0.079
C 1.064811 -2.355171 -1.839239 0.855 -0.394 -0.310 -0.050
C 2.650133 0.037751 3.365725 -0.029 0.119 0.594 -0.001
H 0.634402 1.484338 5.666412 -0.022 0.132 0.154 0.000
H -0.911881 1.443668 3.748094 -0.103 0.031 -0.003 -0.008
H 3.292658 -0.994646 1.099328 0.051 -0.042 -0.026 -0.001
H 4.130958 -1.231734 -0.839464 0.088 0.070 0.040 0.000
H 4.793579 -2.476107 -2.841956 0.053 0.017 -0.020 0.000
H 3.130711 -3.698821 -4.184464 0.099 -0.100 -0.071 0.000
H 0.707164 -4.484330 -4.467053 0.035 -0.082 -0.114 0.000
H -1.626256 -4.382080 -3.613774 -0.059 -0.066 -0.065 0.000
H -2.169581 -2.891257 -1.697418 0.038 0.100 -0.080 0.002
H 3.647021 -0.362726 3.275864 0.202 -0.024 0.036 -0.001
C -0.147696 -0.298643 -4.355253 0.419 0.098 -0.128 0.003
N -1.389954 0.008016 -3.685583 -0.164 0.116 0.524 -0.008
C -2.579124 -0.503927 -4.324902 -0.362 -0.100 -0.169 0.002
C -1.379933 0.636841 -2.501542 -0.547 0.129 0.073 -0.017
N -0.287216 0.886207 -1.859947 0.788 -0.391 1.124 0.005
N -2.643955 1.054132 -1.994432 0.249 0.237 -0.465 0.003
C -3.155647 0.550980 -0.832456 -0.194 -0.523 0.368 -0.030
N -4.370051 1.041514 -0.485308 -0.206 0.051 -0.159 0.021
N -2.551579 -0.399217 -0.192382 -0.037 0.004 0.198 0.021
H -0.150617 0.138052 -5.356083 0.007 0.009 0.014 0.000
H -0.030739 -1.379633 -4.451874 -0.022 0.048 0.034 -0.001
H 0.670160 0.109007 -3.765938 0.013 -0.049 -0.161 0.000
H -2.379786 -1.517160 -4.679652 -0.017 0.029 0.022 0.000
H -2.854199 0.106290 -5.190702 0.001 -0.031 0.059 0.000
H -3.415176 -0.545137 -3.629839 0.042 0.010 -0.051 -0.001
H -0.400830 1.595359 -1.128969 -0.212 -0.219 -0.441 0.016
H -3.251232 1.605649 -2.584666 0.092 -0.174 0.036 0.001
H -4.672956 1.928640 -0.849022 -0.013 0.015 0.051 0.001
H -4.775579 0.754638 0.389089 0.074 0.066 -0.014 0.003
H -3.046537 -0.685102 0.652871 0.096 0.255 -0.278 -0.004
C -3.235874 5.924941 5.947937 -0.137 0.046 0.131 0.000
C -2.651927 5.135798 4.826261 0.054 -0.285 -0.244 0.008
C -1.437651 5.489009 4.246480 -0.312 -0.161 0.192 0.007
C -0.941609 4.830389 3.137011 -0.365 -0.388 -0.304 -0.040
C 0.379954 5.196587 2.546462 -0.048 -0.011 -0.085 0.058
C -1.714514 3.795949 2.574683 -0.220 0.495 0.585 0.047
Se -1.219794 3.056884 0.919810 -0.154 0.998 -0.486 0.896
C -2.889112 3.351625 3.210399 0.627 -0.080 -0.317 -0.087
C -3.637231 2.167633 2.681218 -0.094 0.132 -0.009 0.109
C -3.335653 4.027340 4.326353 0.281 0.443 0.208 0.003
H -2.559802 6.711052 6.273393 -0.005 0.048 0.076 0.000
H -3.470406 5.282402 6.795496 -0.008 0.033 0.103 0.001
H -4.169008 6.383189 5.615516 0.000 0.086 0.106 0.001
H -0.870617 6.302197 4.675765 0.101 0.112 0.023 0.002
H 0.900587 5.910573 3.178597 0.090 0.031 -0.009 0.003
H 0.251192 5.636355 1.556423 0.023 0.048 -0.114 -0.002
H 0.997514 4.304082 2.433321 0.143 0.009 0.010 -0.016
H -2.941824 1.446146 2.248640 0.028 -0.139 -0.035 -0.021
H -4.330174 2.489001 1.902317 -0.104 -0.051 -0.069 -0.016
H -4.206234 1.691599 3.476166 -0.086 -0.070 0.014 -0.003
H -4.237280 3.697826 4.821627 -0.175 -0.043 0.037 0.002
```
Forces are in eV/Å.



Below is a molecular structure, C16H23BrN2O3P in a non-equilibrium geometry, with properties calculated with ωB97M-V/def2-TZVPD.

Values from the calculation:
HOMO level	-0.12172	hartree
strongest force on any atom	6.1	eV Å⁻¹
orbital gap	4.0	eV
E_tot	-3873.87219	hartree
charge	-1
multiplicity	1

Structure (XYZ):
```
46
Properties=species:S:1:pos:R:3:forces:R:3:mulliken_charge:R:1
C -0.582511 4.607898 4.738398 0.115 0.296 0.792 -0.590
O -0.062158 4.747228 3.391009 -1.470 -1.174 -0.264 -0.406
C -0.607981 3.811767 2.398091 0.516 -0.929 -0.451 -0.328
C 0.294805 2.444135 2.120228 -0.362 0.241 -0.952 -0.332
C -0.447819 1.724224 0.855136 1.073 0.712 1.058 -0.384
C -0.190296 2.562881 -0.498411 -0.432 -0.640 -0.113 -0.504
C -1.550884 2.773216 -1.338265 0.680 -0.817 -0.433 -0.790
C -1.691516 1.650692 -2.519407 -1.308 1.384 0.108 -0.551
C -2.466766 0.337425 -2.018393 0.560 -1.031 -0.834 -0.757
C -1.484287 -0.875669 -1.595543 1.712 -0.797 0.470 0.363
C -2.046802 -2.026863 -0.706551 1.522 -0.794 -0.087 -0.326
N -1.345016 -3.186819 -0.265431 1.070 4.891 -3.434 -0.565
C -0.002797 -3.132593 -0.783062 2.244 -0.984 -0.029 0.475
C 0.939785 -4.363256 -0.440459 2.089 0.938 -1.480 -0.327
C 2.409129 -4.494086 -0.901201 -3.192 2.750 -1.583 0.255
P 3.453575 -6.047813 -0.478183 0.289 -1.281 0.372 0.276
O 4.559232 -6.337216 -1.797001 -2.018 2.006 0.347 -0.485
O 2.380643 -7.419312 -0.571282 0.328 2.963 -1.469 -0.484
C 3.022131 -3.288517 -1.743264 -3.903 1.581 0.411 -0.464
C 2.128418 -2.069194 -2.098127 -0.111 -3.206 1.764 -0.582
C 0.613387 -1.996695 -1.632845 0.661 -0.637 0.094 0.189
N -0.133987 -0.838752 -2.050034 -2.995 -3.207 2.684 -0.263
H -1.453481 3.886805 4.847155 1.245 0.830 -0.429 0.260
H 0.279056 4.206004 5.388278 -1.532 0.725 -0.759 0.227
H -0.962927 5.638842 5.111382 0.861 -1.356 -0.632 0.196
H -1.669853 3.435840 2.642276 1.546 0.656 0.087 0.268
H -0.715095 4.429310 1.421249 0.354 -0.961 1.492 0.142
H 1.394036 2.700113 1.890673 -1.573 -0.052 -0.104 0.259
H 0.323428 1.679242 3.053750 -0.012 2.248 -2.885 0.044
H -1.559255 1.655638 1.137519 1.467 0.113 -0.561 0.195
H -0.039075 0.655005 0.817564 -0.620 1.421 -0.276 0.207
H 0.564773 1.954053 -1.130231 -1.145 1.164 0.836 0.277
H 0.268588 3.584106 -0.259422 -0.603 -1.556 -0.229 0.458
H -1.599009 3.831245 -1.806593 0.044 -1.754 0.764 0.331
H -2.434230 2.610243 -0.624716 1.164 0.571 -1.066 0.298
H -0.701212 1.453125 -3.051888 -1.373 -0.001 1.012 0.336
H -2.380306 2.150881 -3.310189 1.033 -0.980 1.156 0.332
H -3.066349 -0.069314 -2.926338 0.928 0.511 1.459 0.362
H -3.260008 0.562011 -1.207321 1.566 -0.358 -1.128 0.387
H -3.147553 -1.932576 -0.368610 2.047 -0.212 -0.565 0.296
H 0.509069 -5.244136 0.171299 0.607 1.744 -1.103 0.364
H 4.509758 -5.565461 -2.422370 0.054 -1.116 0.549 0.316
H 1.765952 -7.198611 -1.319732 0.461 -0.654 0.789 0.322
H 4.108744 -3.277564 -2.102869 -1.786 -0.086 0.665 0.245
H 2.536694 -1.182459 -2.715098 -0.778 -1.690 1.199 0.320
Br -0.460036 1.454974 4.698829 -1.023 -1.471 2.756 -0.861
```
Forces are in eV/Å.



Below is 3 unconnected molecules or ions with the total composition C3H13NO2S in a non-equilibrium geometry, with properties calculated with ωB97M-V/def2-TZVPD.

Values from the calculation:
energy relative to the best compared isomer or geometry (same formula, charge and spin)	57.8	kcal/mol
HOMO level	-0.33779	hartree
strongest force on any atom	5.2	eV Å⁻¹
orbital gap	9.7	eV
SMILES	CNCCS.O.O
E_tot	-725.42930	hartree
charge	0
multiplicity	1

Structure (XYZ):
```
20
Properties=species:S:1:pos:R:3:forces:R:3:mulliken_charge:R:1
C 0.328440 1.052602 -1.365378 -0.788 0.253 3.180 -0.881
N -0.678907 0.129067 -0.693113 -0.448 1.053 -2.782 -0.261
C -0.161949 -1.172189 -0.202302 -2.873 0.186 1.719 -0.662
C -1.596159 -1.750779 0.410829 2.124 -1.188 -1.788 -0.582
S -1.332437 -3.417801 1.135134 0.067 0.798 -0.002 -0.208
H 1.020033 0.322635 -1.649707 1.822 -0.100 -1.473 0.349
H -0.168841 1.647589 -2.128831 0.351 -0.225 -0.111 0.334
H 0.777658 1.748605 -0.573376 -0.510 -0.890 -1.191 0.191
H -1.425387 0.126108 -1.463876 1.105 -1.076 1.924 0.244
H 0.617877 -0.855148 0.550728 -0.932 -0.754 -0.386 0.326
H 0.219928 -2.079382 -0.762641 -0.190 1.507 -0.406 0.382
H -2.208304 -1.918845 -0.486680 0.218 -0.009 0.093 0.291
H -2.186090 -1.104365 1.010761 0.130 0.694 0.916 0.392
H -0.224295 -2.936994 1.704388 0.142 -0.492 0.393 0.106
H 4.657312 1.322833 0.271252 -0.128 0.119 0.395 0.316
H 4.789624 2.644254 1.168840 0.196 -1.068 -1.351 0.329
O 5.022233 2.211175 0.303710 -0.072 0.948 0.956 -0.646
H -1.694450 1.004429 0.788624 0.549 -2.230 -1.088 0.376
H -3.380214 1.421636 0.997508 3.260 -0.550 -0.270 0.309
O -2.376077 1.604571 0.984122 -4.020 3.024 1.273 -0.707
```
Forces are in eV/Å.